Entry 1:
Entry from the Open Molecules 2025 dataset: a structure of composition C10H12CuN2O6 (ωB97M-V/def2-TZVPD).

Its spin multiplicity is 2. Its total charge is 0. As for the expectation value of S²: 0.759.

```
31
Properties=species:S:1:pos:R:3:forces:R:3
Cu -0.7722 3.4955 2.7916 -2.1 -0.7 -0.2
O -4.9177 2.6546 3.1943 -0.6 0.6 0.3
O -0.2481 -0.4511 0.5820 0.4 -0.5 1.2
O -1.3081 -0.5172 2.5762 0.4 0.0 0.8
O -2.8338 3.1159 2.7025 2.0 1.0 0.0
O -0.7278 1.3505 1.7560 0.7 0.2 0.8
O -4.4755 4.5985 2.1849 0.2 0.2 0.0
N 1.2420 -3.0398 -0.0041 0.4 -0.2 0.0
N 2.1652 1.6426 -0.6306 -0.3 0.1 -0.9
C 1.6004 2.2826 -2.7034 0.2 0.4 0.6
C 0.3604 -4.3092 -1.5576 0.1 0.0 -0.7
C -0.6838 0.0984 1.7046 -1.3 0.7 -2.1
C 1.4046 -3.4577 -1.3005 -0.5 0.6 0.6
C -4.0919 3.4284 2.7698 0.2 -1.6 -0.3
C 1.8988 0.5028 -1.3525 0.0 0.0 0.6
C 1.5024 0.8726 -2.6011 0.2 -0.3 -0.8
C 0.1609 -3.6577 0.5695 -0.1 0.7 0.1
C 1.9643 2.7201 -1.4620 0.6 0.3 0.7
C -0.4565 -4.3992 -0.4065 0.3 -0.2 0.1
H 1.5571 2.9275 -3.5639 -0.4 -0.2 -0.1
H -0.2729 -1.4211 0.7352 -0.1 0.0 -0.6
H 2.2079 3.6904 -1.0575 -0.2 0.1 -0.3
H 2.3868 1.7420 0.3408 0.1 -0.3 0.0
H -1.3836 -4.9430 -0.3587 0.1 -0.1 0.3
H 2.0596 -0.4717 -0.9305 -0.2 0.0 0.0
H 0.1902 -4.8165 -2.4930 -0.1 0.1 0.0
H -0.0252 -3.4667 1.6159 -0.3 -0.2 0.0
H 1.2115 0.2128 -3.4026 0.1 -0.1 0.1
H 1.8320 -2.3690 0.4542 0.1 -0.2 0.1
H 2.1383 -2.9375 -1.8921 0.1 -0.5 -0.3
H -3.6852 4.9227 1.7392 -0.1 0.2 0.0
```
Positions in Å, forces in eV/Å.

---

Entry 2:
Entry from the Open Molecules 2025 dataset: a cluster of 9 separate species, C17H52O9 in total (ωB97M-V/def2-TZVPD).

Its total charge is 0.

```
78
Properties=species:S:1:pos:R:3:forces:R:3
O 0.5870 1.6802 2.4167 -0.7 0.4 0.1
O -0.8011 0.5473 0.3487 0.4 0.3 0.8
O 1.7114 -2.9171 -1.1899 0.2 0.0 0.2
O 2.9467 2.6697 -1.8617 -0.2 -0.2 0.1
O -1.1357 -3.6738 -1.5141 -0.1 0.0 0.3
O -1.7320 -2.6176 -5.4306 0.1 0.2 -0.4
O 1.6518 -2.8899 3.1550 0.3 0.0 -0.4
O -1.7353 2.5103 -1.6599 -0.2 0.3 -1.0
O -0.9317 2.5058 4.6248 -0.1 -0.3 -0.5
C 1.2876 4.1368 -2.8823 -0.2 0.8 0.2
C -1.2926 -4.7673 -0.5974 -0.1 0.6 -0.3
C -2.9023 2.0242 3.2967 0.9 0.2 0.4
C -1.3249 -1.2943 -5.0922 -0.2 0.1 0.4
C 0.5117 -2.1689 3.5571 -1.2 0.3 0.5
C -2.3438 2.2353 4.6863 0.2 0.3 1.1
C 1.5435 2.9731 -1.9436 0.4 -0.3 -0.5
C 3.5293 -1.4744 -2.0136 0.1 -0.7 -0.2
C -2.1453 3.4184 -0.6608 0.3 -0.4 1.1
C 0.0256 -0.3825 -0.3030 0.2 -0.8 -0.6
C -2.7536 4.6418 -1.3086 0.3 -0.9 -1.2
C -0.1609 -1.3300 -4.1146 -0.2 0.1 0.4
C 2.8297 -2.8292 -2.0857 -0.5 0.0 0.1
C 0.5079 -1.8731 5.0582 0.8 0.2 -0.4
C 2.7556 0.9980 1.8106 0.7 0.5 0.5
C 1.9571 1.9322 2.7060 -0.4 -0.2 -0.1
C -2.7189 -5.2610 -0.7004 0.4 -0.4 -0.9
H 1.8886 -3.5326 3.8284 -0.1 0.0 0.1
H 3.7811 1.0286 2.1907 0.0 -0.4 -0.1
H 4.5309 -1.5777 -2.4366 -0.1 0.2 -0.2
H 0.2156 -0.3314 -3.8767 -0.1 0.0 -0.1
H -0.3377 -1.2618 5.3662 -0.1 -0.1 0.0
H 2.9326 -0.7862 -2.6090 0.2 0.4 0.2
H -2.8156 2.9849 2.7902 -0.6 0.0 -0.2
H 2.0921 4.8763 -2.8645 0.1 -0.2 0.3
H -1.2626 3.6768 -0.0543 -0.2 0.2 0.0
H -0.5890 2.7031 5.4980 -0.1 0.0 0.1
H -1.0447 -0.7235 -5.9786 0.0 -0.5 -0.3
H 0.3948 4.6821 -2.5632 -0.1 -0.2 -0.3
H -2.2046 -0.7805 -4.6887 0.3 0.2 0.2
H 0.4505 -1.2442 2.9795 0.5 0.1 0.1
H -1.4271 1.6850 -1.2706 0.0 0.1 0.6
H -2.1385 -2.9950 -4.6442 0.1 0.0 0.0
H 0.6596 -1.9300 -4.5078 0.0 0.0 -0.1
H -0.4295 -2.6622 3.2806 0.2 -0.5 0.0
H 3.6693 -1.1209 -0.9924 -0.2 0.0 0.0
H 1.1854 3.8520 -3.9299 -0.2 -0.2 0.1
H 3.4855 -3.6870 -1.9128 0.1 0.2 0.0
H 1.2159 3.1379 -0.9185 0.0 0.3 0.0
H -2.0226 4.9262 -2.0733 -0.1 0.5 0.2
H 0.9835 2.1093 -2.3167 0.0 -0.1 0.2
H 3.1942 2.1701 -2.6452 0.0 0.1 0.0
H 1.4324 -1.3290 5.2708 -0.1 0.1 0.2
H 2.8148 1.3009 0.7648 -0.3 0.3 0.0
H -2.9415 -6.0105 0.0566 -0.2 0.3 0.2
H 0.8594 -0.8089 0.2616 -0.1 0.5 0.5
H 2.3482 -0.0097 1.8430 0.1 -0.1 0.2
H 0.5477 -2.7836 5.6585 -0.2 -0.1 -0.1
H -2.7876 3.1055 5.1892 -0.3 -0.1 -0.4
H -0.0215 2.0817 3.0751 0.6 -0.2 -0.1
H -0.2939 0.9413 1.1037 -0.3 -0.1 -0.7
H -0.5566 -1.2620 -0.5777 -0.3 0.1 -0.2
H -1.1089 -4.4060 0.4206 0.2 -0.2 0.0
H -0.4925 -1.7848 -3.1780 0.1 0.0 0.0
H -3.3921 -4.4061 -0.7229 -0.1 -0.1 0.5
H -2.8524 -5.7640 -1.6642 0.0 0.0 0.0
H -0.5603 -5.5286 -0.8789 -0.1 -0.2 0.3
H 2.1229 1.7632 3.7761 0.2 -0.4 -0.1
H -0.2821 -3.2652 -1.3055 0.1 -0.1 -0.3
H -3.9091 1.6286 3.3918 -0.2 0.3 -0.3
H 2.2299 2.9845 2.5718 -0.1 0.0 -0.4
H 2.3753 -2.9392 -3.0704 0.2 -0.1 0.0
H -2.5387 1.4009 5.3728 0.1 -0.2 -0.3
H -2.8488 2.9156 0.0136 -0.1 0.1 0.0
H 2.0622 -2.9535 -0.2916 -0.1 0.0 0.0
H -3.0235 5.4602 -0.6528 0.2 0.0 0.2
H 0.4683 0.0319 -1.2140 0.0 0.1 -0.1
H -2.2976 1.3283 2.7122 -0.1 -0.2 0.2
H -3.6282 4.3157 -1.8787 -0.1 0.2 0.2
```
Positions in Å, forces in eV/Å.

---

So what do the calculations give for energy relative to the best compared isomer or geometry (same formula, charge and spin)? Going down the list: 0.0000, 1.9005 eV.
So what do the calculations give for maximum force? Going down the list: 2.61, 1.51 eV/A.
So what do the calculations give for total energy? Going down the list: -70465.613, -36897.551 eV.